This record from OMol25 describes C28H27N7Pt as an isolated structure. The level of theory is ωB97M-V/def2-TZVPD.

Each line ends with the Löwdin charge.
Geometry (Å):
Pt -0.041 0.120 -0.248  1.430
C -2.264 -1.800 -1.228  -0.078
N -1.742 -0.523 -1.740  -0.208
C -1.061 -0.660 -3.047  -0.071
C -0.216 0.559 -3.280  -0.255
C -0.045 1.142 -4.519  0.049
C 0.728 2.293 -4.624  0.041
C 1.293 2.837 -3.477  0.013
C 1.091 2.198 -2.271  -0.103
N 0.361 1.072 -2.176  -0.049
C -2.769 0.536 -1.756  -0.073
C -2.931 1.161 -0.402  -0.234
C -4.087 1.834 -0.055  0.047
C -4.143 2.512 1.154  0.042
C -3.030 2.495 1.987  0.013
C -1.920 1.781 1.595  -0.101
N -1.867 1.117 0.423  -0.032
C -1.129 -2.701 -0.841  -0.257
C -1.206 -4.078 -0.936  0.048
C -0.123 -4.846 -0.528  0.039
C 1.010 -4.209 -0.040  0.014
C 1.022 -2.830 0.027  -0.100
N -0.027 -2.092 -0.369  -0.027
H -2.898 -2.273 -1.984  0.164
H -2.897 -1.585 -0.363  0.149
H -1.804 -0.784 -3.840  0.165
H -0.445 -1.561 -3.026  0.147
H -0.519 0.711 -5.392  0.148
H 0.871 2.769 -5.586  0.148
H 1.877 3.746 -3.514  0.139
H 1.510 2.589 -1.352  0.120
H -3.716 0.125 -2.117  0.164
H -2.464 1.309 -2.464  0.153
H -4.931 1.840 -0.732  0.149
H -5.038 3.051 1.440  0.148
H -3.023 3.025 2.929  0.139
H -1.039 1.739 2.220  0.106
H -2.101 -4.543 -1.328  0.148
H -0.162 -5.926 -0.597  0.148
H 1.876 -4.769 0.283  0.139
H 1.880 -2.294 0.405  0.102
N 2.352 0.695 2.382  0.228
C 1.209 0.104 2.885  -0.253
C 1.115 0.046 4.284  0.085
C 0.059 -0.645 4.859  0.042
C -0.860 -1.248 4.018  0.049
C -0.717 -1.093 2.636  -0.090
N 0.280 -0.423 2.062  0.012
C 2.989 0.656 1.171  -0.243
C 4.334 1.076 1.168  0.095
C 5.089 0.915 0.018  0.043
C 4.478 0.345 -1.085  0.057
C 3.114 0.020 -1.017  -0.089
N 2.365 0.179 0.069  0.022
H 2.925 1.112 3.112  0.177
H 1.877 0.504 4.905  0.150
H -0.028 -0.719 5.935  0.152
H -1.692 -1.818 4.409  0.146
H -1.454 -1.520 1.968  0.119
H 4.781 1.484 2.068  0.152
H 6.131 1.210 -0.004  0.154
H 5.023 0.164 -2.003  0.147
H 2.616 -0.378 -1.892  0.125

Charge: +4
2S+1: 5
Molar mass in g/mol: 656.651
E_HOMO (spin up / spin down) in eV: -20.70 / -20.96
E in Ha: -1584.2720
⟨S²⟩: 6.055
Frontier orbital gap (spin up / spin down) in hartree: 0.34077 / 0.20744